A 11-piece molecular cluster, C12H46O11 overall in a non-equilibrium geometry. Source: the Open Molecules 2025 dataset; level of theory: ωB97M-V with the def2-TZVPD basis set.

Results
HOMO level = -9.58 eV
SMILES = CC(C)O.CC(C)O.CC(C)O.CC(C)O.O.O.O.O.O.O.O
gap between HOMO and LUMO = 9.67 eV
total energy = -1312.41995 hartree
largest force on an atom = 1.9 eV Å⁻¹
ΔE to the lowest compared entry with this formula, charge and spin = 15.36 kcal per mole

Structure (ORCA input):
```
! wB97M-V def2-TZVPD RIJCOSX def2/J DEFGRID3
* xyz 0 1
H -0.093 0.663 1.152
H -0.334 3.094 1.766
H 0.204 -0.772 2.979
H -1.908 -0.210 4.068
H -2.047 -1.057 -1.893
H 1.418 4.581 3.208
C 2.402 1.466 2.231
H -2.244 -2.099 1.743
C -1.816 0.180 3.050
H 2.897 3.787 3.411
H 2.693 -0.309 -3.211
H -1.370 -2.626 3.209
H -1.344 5.359 -1.022
H 2.532 -0.016 -1.703
C -1.569 -1.906 -1.396
O 2.227 3.299 -0.816
O 2.778 0.393 -2.559
C 1.375 2.521 2.542
O 0.455 2.659 1.425
H -4.211 -2.317 -1.700
C 1.308 -3.538 -1.030
H -1.983 1.808 -3.106
H 1.942 -3.186 1.547
H -4.282 -4.136 -1.670
H -3.053 -3.321 -3.476
H -2.241 0.715 0.353
H 2.536 4.220 1.771
O 1.426 3.119 -3.503
H 2.031 0.436 2.201
H -1.655 1.255 3.174
O -2.157 -3.406 -3.143
H -3.423 2.193 -3.437
C -2.273 -3.213 -1.703
H -0.605 -1.861 -1.906
H 1.095 2.236 -3.695
H 0.164 0.518 -1.428
H 1.703 3.070 -2.576
H -2.412 1.196 -1.086
C 2.381 -2.559 -0.480
H 3.141 1.443 3.033
C 2.814 -2.905 0.944
C -3.745 -3.242 -1.355
H -0.509 -2.624 1.704
H -3.809 -3.281 -0.260
O -1.185 4.409 -0.996
H 1.589 3.208 -0.088
H 0.964 -3.184 -1.994
H 0.519 -3.686 -0.293
O -0.376 -0.265 1.087
C 2.075 3.881 2.691
H 1.062 -1.250 0.004
H -1.363 -1.786 -0.331
O -2.894 1.084 -0.254
O -2.792 1.469 -3.512
H 1.842 -4.487 -1.130
H 3.195 -2.616 -1.205
O 1.878 -1.225 -0.523
H 2.873 1.615 1.258
C -0.726 -0.684 2.403
H 0.843 2.213 3.445
H 3.604 -3.649 1.000
O -0.183 1.371 -1.718
H -1.891 4.058 -0.438
H 3.101 -2.012 1.508
H 0.383 2.022 -1.290
H -2.793 0.089 2.574
H -1.728 -4.074 -1.293
C -1.288 -2.093 2.262
H 2.856 3.964 -0.521
*
```